Entry 1:
ORCA calculation (ωB97M-V/def2-TZVPD) on a 2-piece molecular cluster, C18H19BN2O overall.

Output
Structure (SMILES): COc1ccc(Cc2cn(C)c3ccccc23)cc1.BC#N
Kohn-Sham gap (eV): 6.3239
LUMO level (eV): -1.25

```
! RIJCOSX wB97M-V def2-TZVPD def2/J DEFGRID3
* xyz 0 1
O 5.348 1.188 7.328
N 2.808 -5.691 7.775
N -2.607 1.817 8.209
C -0.103 -0.379 6.591
C -1.256 0.365 7.154
C -4.531 -1.547 6.669
C 1.862 0.188 8.123
C -2.599 -0.142 7.077
C 1.640 -5.866 7.814
C -5.373 -0.585 7.259
C -3.454 0.798 7.724
C -3.141 -1.343 6.622
C 5.852 1.714 8.572
C 4.092 0.664 7.277
C -1.314 1.536 7.873
C 2.345 -0.157 5.802
C -4.821 0.567 7.868
C 3.187 0.587 8.360
C 3.659 0.218 6.008
C 1.399 -0.027 6.829
C -2.917 2.925 9.091
B 0.223 -6.272 7.895
H 1.191 0.045 8.977
H 6.853 2.050 8.320
H -6.458 -0.742 7.257
H 4.363 0.210 5.191
H -0.484 2.186 8.152
H -3.996 2.954 9.280
H -4.960 -2.482 6.285
H 5.268 2.567 8.936
H -0.224 -0.394 5.499
H -0.232 -1.375 6.989
H -2.560 3.874 8.644
H -0.258 -6.254 8.975
H 3.514 0.860 9.362
H -5.436 1.274 8.429
H -0.288 -6.577 6.877
H 2.023 -0.589 4.855
H 5.912 0.949 9.352
H -2.453 -2.106 6.273
H -2.385 2.798 10.053
*
```

Entry 2:
ORCA calculation (ωB97M-V/def2-TZVPD) on a single C2H4O2 molecule.

Output
Energy above the lowest of the compared OMol25 structures with the same formula, charge and spin (kcal per mole): 141.45
Kohn-Sham gap (alpha / beta) (eV): 8.7374 / 8.7488
LUMO level (alpha / beta) (eV): -0.49 / -0.49

```
! RIJCOSX wB97M-V def2-TZVPD def2/J DEFGRID3
* xyz 0 1
O -3.553 -0.278 0.014
O -2.157 -0.269 0.052
C 0.192 0.078 0.004
C -1.206 0.625 -0.072
H 0.461 -0.845 -0.684
H -1.343 1.704 -0.069
H 0.376 -0.226 1.046
H 0.871 0.761 -0.326
*
```

Entry 3:
ORCA calculation (ωB97M-V/def2-TZVPD) on a 2-piece molecular cluster, C3H11NO2 overall.

Output
Structure (SMILES): C[C@@H](O)CN.O
Energy above the lowest of the compared OMol25 structures with the same formula, charge and spin (kcal per mole): 18.22
Kohn-Sham gap (eV): 10.0289
LUMO level (eV): 0.84

```
! RIJCOSX wB97M-V def2-TZVPD def2/J DEFGRID3
* xyz 0 1
O -1.168 0.265 -0.548
O 1.713 -5.995 1.769
N -1.136 2.449 1.079
C -0.419 1.409 -1.004
C 0.019 2.161 0.233
C 0.774 0.925 -1.858
H -1.533 1.497 1.180
H 2.346 -6.263 2.443
H -1.810 0.147 -1.253
H 1.432 1.785 -2.022
H 0.303 0.635 -2.904
H 0.468 3.104 -0.095
H -0.999 2.085 -1.643
H 1.237 0.141 -1.240
H -1.755 3.044 0.527
H 0.694 1.536 0.890
H 0.921 -6.186 2.296
*
```

Entry 4:
ORCA calculation (ωB97M-V/def2-TZVPD) on a 2-piece molecular cluster, C5H13N2PS2 overall.

Output
Energy above the lowest of the compared OMol25 structures with the same formula, charge and spin (kcal per mole): 21.58
Kohn-Sham gap (alpha / beta) (eV): 6.8561 / 6.8579
LUMO level (alpha / beta) (eV): 0.23 / 0.23

```
! RIJCOSX wB97M-V def2-TZVPD def2/J DEFGRID3
* xyz 0 1
S 1.623 -2.382 -0.662
S -2.677 0.224 -1.069
P 0.311 0.476 2.384
N -1.067 0.386 -0.464
N 0.852 -0.938 -0.535
C -3.488 1.351 0.090
C 1.084 0.162 -1.497
C -0.052 1.137 -1.162
C -0.428 -0.703 0.037
C 2.791 -2.351 0.684
H -0.485 1.708 -2.010
H -4.617 1.207 0.144
H 3.834 -2.037 0.637
H -2.895 1.142 1.118
H 2.336 -1.633 1.425
H 1.116 -0.246 -2.396
H -0.476 1.572 2.011
H 2.597 -3.347 1.000
H -1.006 -1.631 0.406
H -3.337 2.405 -0.208
H 1.578 0.991 1.720
H 1.983 0.766 -1.249
H 0.423 1.740 -0.404
*
```

Entry 5:
ORCA calculation (ωB97M-V/def2-TZVPD) on C9H11BF4N2O10P2Sc as an isolated structure.

Output
Energy above the lowest of the compared OMol25 structures with the same formula, charge and spin (kcal per mole): 21.77
Kohn-Sham gap (eV): 9.5717
LUMO level (eV): 2.39

```
! RIJCOSX wB97M-V def2-TZVPD def2/J DEFGRID3
* xyz -1 1
Sc 9.379 8.810 6.881
P 7.697 6.416 8.537
P 6.929 7.049 5.544
F 12.200 10.525 4.796
F 9.964 10.770 3.895
F 10.684 8.816 5.065
F 10.211 10.675 6.145
O 7.703 10.092 6.828
O 10.985 8.342 8.000
O 12.114 8.496 9.909
O 8.947 5.509 9.016
O 6.465 6.153 9.413
O 6.539 11.773 7.784
O 8.412 7.552 5.479
O 6.037 8.155 6.163
O 6.349 6.353 4.365
O 8.317 7.733 8.229
N 9.458 10.241 8.661
N 5.700 5.331 7.157
C 8.567 11.188 8.761
C 10.628 10.989 10.539
C 8.581 12.075 9.826
C 10.444 10.085 9.500
C 7.915 4.551 6.523
C 7.110 5.781 6.920
C 9.637 11.955 10.742
C 7.525 11.075 7.674
C 11.256 8.872 9.137
B 10.851 10.261 4.841
H 7.553 3.698 7.195
H 9.783 6.052 8.889
H 6.488 8.954 6.402
H 5.590 5.426 8.318
H 9.022 4.597 6.636
H 11.535 10.956 11.147
H 5.504 4.379 6.714
H 7.612 4.333 5.469
H 4.991 5.830 6.663
H 7.857 12.903 9.801
H 9.728 12.659 11.585
*
```

Entry 6:
ORCA calculation (ωB97M-V/def2-TZVPD) on a single C29H36N2O4 molecule.

Output
Structure (SMILES): CCOC(=O)[C@@](C)(C(C)=O)[C@H](/C=C/N1[C@H](Cc2ccccc2)C(=O)N(C)C1(C)C)c1ccccc1
Kohn-Sham gap (eV): 8.5106
LUMO level (eV): 0.51

```
! RIJCOSX wB97M-V def2-TZVPD def2/J DEFGRID3
* xyz 0 1
O -2.787 3.300 2.178
O -1.579 10.480 -1.284
O -1.043 1.709 3.478
O 0.995 1.599 2.531
N -0.692 7.688 0.683
N 0.150 8.995 -0.935
C 2.292 4.268 3.578
C -0.228 2.153 2.697
C 1.245 0.497 3.424
C -0.140 4.620 2.807
C 0.471 3.765 5.087
C 0.929 4.216 3.847
C -2.170 3.578 -0.086
C -4.091 9.129 -0.413
C 1.364 3.254 6.025
C -3.097 8.130 0.148
C -4.695 8.874 -1.650
C 3.189 3.720 4.508
C -4.413 10.295 0.290
C -1.085 9.527 -0.687
C 1.206 6.784 -0.701
C 0.156 5.886 2.046
C -0.385 3.447 1.875
C -1.873 3.423 1.385
C 1.607 8.587 1.004
C -1.711 8.706 0.448
C 0.586 7.988 0.021
C -5.299 11.225 -0.267
C -5.870 10.987 -1.523
C -0.843 6.689 1.596
C 2.711 0.186 3.351
C 0.640 3.392 0.764
C -5.565 9.809 -2.216
C 1.040 9.591 -1.901
C 2.726 3.179 5.708
H 0.980 2.882 6.977
H 1.326 9.621 1.243
H -2.627 2.648 -0.452
H 1.653 8.017 1.935
H -3.950 10.477 1.264
H 2.907 -0.714 3.937
H 1.698 6.115 0.008
H 3.315 0.994 3.776
H -1.074 4.783 3.362
H 0.436 6.227 -1.253
H 0.939 0.769 4.440
H 1.645 3.259 1.179
H 3.423 2.724 6.416
H 3.032 0.006 2.321
H 1.969 7.138 -1.406
H -4.441 7.948 -2.175
H 0.622 4.311 0.167
H 2.596 8.579 0.529
H -6.550 11.717 -1.963
H -1.793 9.370 1.333
H -5.531 12.141 0.281
H 0.409 2.545 0.107
H -1.873 6.509 1.929
H 2.663 4.697 2.643
H 1.891 10.084 -1.414
H -3.485 7.720 1.095
H -5.996 9.612 -3.199
H 4.253 3.705 4.269
H 1.205 6.126 1.871
H 0.479 10.323 -2.483
H 1.427 8.816 -2.568
H 0.632 -0.345 3.082
H -1.309 3.808 -0.717
H -0.602 3.789 5.293
H -2.913 4.380 -0.204
H -2.988 7.293 -0.560
*
```

Entry 7:
ORCA calculation (ωB97M-V/def2-TZVPD) on C6H15BeN6O12 as an isolated structure.

Output
Energy above the lowest of the compared OMol25 structures with the same formula, charge and spin (kcal per mole): 300.76
Kohn-Sham gap (eV): 2.4437
LUMO level (eV): -2.60

```
! RIJCOSX wB97M-V def2-TZVPD def2/J DEFGRID3
* xyz -1 1
O 12.621 -3.298 23.934
O 11.434 -2.577 19.653
O 5.355 -0.405 25.226
O 6.702 -7.390 23.125
O 6.736 -0.560 19.678
O 6.976 -5.400 22.020
O 5.250 0.542 27.203
O 8.185 -5.929 23.785
O 10.925 1.545 23.120
O 14.691 -2.595 23.868
O 7.050 -0.528 26.431
O 14.068 -4.405 25.029
N 11.147 2.492 24.968
N 6.552 1.134 18.439
N 12.398 3.190 23.217
N 12.070 -1.463 17.988
N 7.026 -0.668 17.615
N 13.061 -3.303 18.268
C 6.675 -0.082 18.605
C 5.875 -0.246 26.283
C 7.256 -6.214 22.979
C 12.127 -2.501 18.661
C 13.746 -3.398 24.381
C 11.470 2.396 23.708
Be 8.718 -1.948 22.943
H 12.790 -1.123 17.367
H 11.399 -0.834 18.405
H 12.588 2.987 22.246
H 12.905 3.839 23.803
H 6.742 -0.414 16.679
H 13.443 -3.156 17.344
H 7.018 -1.678 17.599
H 6.170 1.625 19.234
H 10.536 1.809 25.393
H 6.381 1.461 17.499
H 13.199 -4.136 18.822
H 4.494 0.576 26.611
H 11.756 3.013 25.582
H 14.082 -2.078 23.336
H 7.430 -7.923 23.452
*
```

Entry 8:
ORCA calculation (ωB97M-V/def2-TZVPD) on a single C4H5NO molecule.

Output
Energy above the lowest of the compared OMol25 structures with the same formula, charge and spin (kcal per mole): 47.09
Kohn-Sham gap (eV): 10.0225
LUMO level (eV): 0.84

```
! RIJCOSX wB97M-V def2-TZVPD def2/J DEFGRID3
* xyz 0 1
O 1.824 1.191 0.183
N 1.099 -0.696 -0.496
C -1.472 -0.447 -0.072
C 0.471 1.156 0.415
C -0.038 -0.015 0.012
C 2.241 0.039 -0.373
H 0.044 2.031 0.876
H -1.810 -0.550 -1.111
H -2.109 0.310 0.397
H -1.660 -1.399 0.433
H 1.398 -1.634 -0.273
*
```

Entry 9:
ORCA calculation (ωB97M-V/def2-TZVPD) on a single C4H7N2P molecule.

Output
Structure (SMILES): CPc1ncc[nH]1
Energy above the lowest of the compared OMol25 structures with the same formula, charge and spin (kcal per mole): 7.35
Kohn-Sham gap (eV): 9.7405
LUMO level (eV): 0.99

```
! RIJCOSX wB97M-V def2-TZVPD def2/J DEFGRID3
* xyz 0 1
P -1.803 -0.944 -0.292
N 1.284 -1.208 0.288
N 0.708 0.786 -0.457
C 2.056 0.752 -0.274
C -2.501 0.640 0.343
C 0.289 -0.395 -0.111
C 2.438 -0.475 0.186
H 1.205 -2.164 0.591
H 2.664 1.606 -0.494
H -3.522 0.741 -0.019
H 3.396 -0.875 0.447
H -2.518 0.618 1.432
H -1.804 -0.553 -1.638
H -1.893 1.472 -0.001
*
```

Entry 10:
ORCA calculation (ωB97M-V/def2-TZVPD) on a 3-piece molecular cluster, C3H10O3 overall.

Output
Structure (SMILES): C=C(C)O.O.O
Energy above the lowest of the compared OMol25 structures with the same formula, charge and spin (kcal per mole): 40.67
Kohn-Sham gap (eV): 8.8703
LUMO level (eV): 0.36

```
! RIJCOSX wB97M-V def2-TZVPD def2/J DEFGRID3
* xyz 0 1
O 0.485 0.833 1.212
O 1.697 -0.549 -2.123
O 1.962 -4.029 -0.440
C -0.770 1.055 0.990
C -1.226 2.151 1.939
C -1.547 0.660 -0.103
H 1.134 0.113 -2.433
H -1.030 0.036 -0.775
H -2.633 0.861 -0.330
H -0.710 3.066 1.749
H -1.470 1.628 2.907
H 1.452 -3.286 -0.789
H 1.713 -4.795 -1.037
H 2.283 -0.666 -2.914
H -2.260 2.409 1.807
H 0.921 0.512 0.341
*
```

Entry 11:
ORCA calculation (ωB97M-V/def2-TZVPD) on C37H38BF3FeO2 as an isolated structure.

Output
Energy above the lowest of the compared OMol25 structures with the same formula, charge and spin (kcal per mole): 0.00
Kohn-Sham gap (alpha / beta) (eV): 5.8967 / 8.7365
LUMO level (alpha / beta) (eV): 0.12 / -0.03

```
! RIJCOSX wB97M-V def2-TZVPD def2/J DEFGRID3
* xyz 0 5
Fe 1.339 -0.155 2.277
F -7.172 4.422 -6.898
F -5.813 6.141 -7.102
F -5.653 4.448 -8.490
O -1.121 0.997 -5.375
O -0.352 3.067 -4.443
C 1.295 1.775 2.740
C -5.176 0.379 -2.124
C -4.444 -1.230 1.793
C 2.894 -1.010 3.196
C -0.216 0.581 -2.033
C 2.076 1.177 -5.239
C -3.911 -1.418 -3.119
C 1.345 0.855 0.593
C -3.970 1.022 -1.787
C 0.666 -1.743 3.207
C -0.149 0.966 -6.413
C -2.963 1.121 1.995
C 1.058 1.884 -6.122
C -2.731 -0.756 -2.742
C -4.823 -0.254 2.720
C 1.686 2.222 -7.469
C -0.021 1.243 2.450
C -0.037 0.771 1.084
C -4.910 4.097 -6.276
C -4.078 4.848 -5.453
C 1.236 -2.056 1.903
C -1.434 0.769 -1.068
C 2.134 1.540 1.598
C -5.883 4.784 -7.181
C -2.567 0.128 1.094
C -1.230 0.169 0.295
C 2.617 -1.593 1.901
C 1.697 -1.097 3.997
C -3.020 4.209 -4.817
C -5.153 -0.884 -2.744
C -3.315 -1.044 0.998
C -4.076 0.921 2.821
C -4.817 2.711 -6.345
C -3.773 2.082 -5.689
C -2.742 0.331 -1.850
C 0.664 3.245 -5.456
C -2.780 2.851 -5.062
B -1.373 2.276 -4.927
H -2.987 -1.815 0.297
H -4.228 5.915 -5.323
H 2.564 2.883 -7.363
H -1.567 1.862 -0.888
H 1.991 1.300 -7.989
H -0.491 0.075 -2.964
H 3.342 -1.760 1.111
H -3.717 0.997 -5.627
H -0.963 -0.894 0.097
H 1.631 0.946 -4.263
H -0.315 -2.050 3.562
H -5.535 2.124 -6.913
H 1.729 0.519 -0.366
H -5.025 -2.140 1.678
H 1.619 -0.839 5.053
H 0.184 -0.065 -6.503
H -4.350 1.694 3.539
H 1.528 3.698 -4.950
H -3.838 -2.352 -3.696
H -0.619 1.248 -7.366
H 0.587 -0.034 -1.590
H 2.963 1.810 -5.086
H -3.971 2.062 -1.440
H -6.139 0.876 -1.929
H -2.376 2.036 2.097
H 0.187 1.570 -2.278
H -1.782 -1.116 -3.148
H -6.083 -1.433 -2.948
H 0.932 2.737 -8.088
H 1.567 2.314 3.634
H 0.305 3.971 -6.217
H 2.397 0.245 -5.717
H -5.700 -0.407 3.351
H -2.389 4.747 -4.110
H -0.850 1.270 3.136
H 0.755 -2.632 1.119
H 3.867 -0.667 3.543
H 3.153 1.868 1.445
*
```

Entry 12:
ORCA calculation (ωB97M-V/def2-TZVPD) on a single C11H19Cl3N2O2 molecule.

Output
Structure (SMILES): CC(C)C(=O)N[C@@H](NC[C@H]1CCCO1)C(Cl)(Cl)Cl
Energy above the lowest of the compared OMol25 structures with the same formula, charge and spin (kcal per mole): 1.10
Kohn-Sham gap (eV): 9.4015
LUMO level (eV): 0.41

```
! RIJCOSX wB97M-V def2-TZVPD def2/J DEFGRID3
* xyz 0 1
Cl -0.239 -1.080 -3.294
Cl 1.926 0.653 -2.480
Cl -0.792 1.608 -2.421
O -1.541 -2.314 2.850
O 2.331 -0.441 0.934
N -1.258 -0.735 -0.519
N 0.557 0.727 0.186
C 3.579 1.829 2.008
C -2.358 -0.137 2.378
C -1.336 -1.210 1.977
C -3.463 -0.964 3.033
C -1.522 -1.702 0.525
C 0.245 0.184 -2.164
C 0.092 -0.312 -0.708
C -2.648 -2.070 3.698
C 2.087 1.843 1.693
C 1.253 1.861 2.977
C 1.715 0.596 0.903
H 0.766 -1.166 -0.558
H 3.835 0.912 2.531
H 1.455 0.967 3.564
H 3.843 2.680 2.630
H -2.550 -2.046 0.395
H -4.126 -1.383 2.276
H -1.922 0.548 3.107
H -3.198 -3.006 3.816
H 4.159 1.870 1.090
H 1.845 2.728 1.094
H -0.303 -0.862 2.104
H -2.288 -1.744 4.684
H 0.114 1.631 0.111
H 1.508 2.732 3.576
H -2.712 0.439 1.525
H -1.892 0.054 -0.475
H -4.055 -0.397 3.747
H 0.189 1.895 2.751
H -0.858 -2.555 0.374
*
```

Entry 13:
ORCA calculation (ωB97M-V/def2-TZVPD) on C11H7BrN3O7Pt as an isolated structure.

Output
Energy above the lowest of the compared OMol25 structures with the same formula, charge and spin (kcal per mole): 0.00
Kohn-Sham gap (eV): 5.8019
LUMO level (eV): 1.57

```
! RIJCOSX wB97M-V def2-TZVPD def2/J DEFGRID3
* xyz -1 1
Pt 0.157 0.598 -0.313
Br 3.446 -1.206 -0.536
O -3.049 2.943 2.354
O -3.986 1.185 4.537
O -1.844 0.114 -3.785
O -0.332 -0.948 2.375
O -0.981 1.670 0.897
O -2.275 -1.218 4.492
O -1.278 0.761 -1.719
N 1.473 0.569 1.244
N 1.513 1.706 2.143
N 1.062 -0.523 -1.857
C -3.092 0.955 3.760
C -2.612 1.841 2.633
C 1.711 -1.994 -4.147
C -2.220 -0.282 3.725
C -1.248 -0.108 2.609
C -1.090 0.158 -2.829
C 2.572 -1.942 -3.067
C 0.517 -1.303 -4.065
C 0.229 -0.590 -2.919
C 2.205 -1.200 -1.957
C -1.549 1.111 1.954
H -0.224 -1.285 -4.850
H 1.970 -2.568 -5.027
H 3.518 -2.462 -3.062
H 0.974 1.440 2.961
H 1.040 -0.245 1.762
H 0.965 2.438 1.703
H 2.428 0.384 0.985
*
```

Entry 14:
ORCA calculation (ωB97M-V/def2-TZVPD) on a 2-piece molecular cluster, C16H24F3N4O4 overall.

Output
Kohn-Sham gap (eV): 1.6873
LUMO level (eV): 0.17

```
! RIJCOSX wB97M-V def2-TZVPD def2/J DEFGRID3
* xyz -1 1
F -3.285 -0.655 -0.526
F -4.300 -1.865 -1.958
F -4.876 -1.942 0.115
O 3.330 3.463 -3.965
O -1.537 -2.476 -0.566
O 4.103 1.894 -5.237
O 5.444 3.574 -4.651
N -0.132 0.646 2.203
N -0.358 1.794 2.851
N -0.548 -2.946 2.835
N 0.444 0.682 0.985
C -1.334 2.667 2.612
C 0.444 -1.740 0.941
C 1.298 -0.340 -0.989
C -3.830 -1.848 -0.710
C -0.556 -3.518 -0.535
C -0.442 -0.525 2.793
C 3.401 0.629 -1.940
C 2.061 0.977 -1.242
C -2.838 -2.968 -0.456
C 1.270 1.868 -2.204
C -1.260 3.574 1.434
C 0.711 -0.469 0.397
C -2.499 2.735 3.539
C 4.331 2.999 -4.627
C 0.711 -3.030 0.231
C -0.171 -1.742 2.210
H 1.542 2.915 -2.142
H -2.262 2.234 4.470
H 0.243 -3.538 3.041
H 2.328 1.484 -0.322
H -0.304 4.093 1.414
H 0.915 -3.791 0.976
H 0.446 -0.388 -1.667
H 3.277 -0.217 -2.610
H 1.515 -2.949 -0.486
H -0.919 -0.464 3.757
H 4.158 0.409 -1.186
H -3.326 2.204 3.058
H 1.516 1.558 -3.219
H -1.290 2.986 0.512
H -2.079 4.289 1.431
H -2.798 3.764 3.743
H -3.026 -3.369 0.545
H 1.974 -1.168 -1.166
H -1.116 -2.794 3.654
H 0.193 1.722 -2.101
H -3.001 -3.781 -1.166
H 3.754 1.493 -2.497
H -0.321 -3.768 -1.567
H -0.999 -4.363 -0.011
*
```